{
  "formula": "C7H12N3O3P",
  "method": "ωB97M-V/def2-TZVPD",
  "charge": -2,
  "lumo_ev": [6.1, 6.1],
  "homo_ev": [0.095, 0.205],
  "orbital_gap_ha": [0.22122, 0.21733],
  "symbols": ["C", "C", "C", "C", "C", "C", "C", "N", "N", "N", "O", "O", "O", "P", "H", "H", "H", "H", "H", "H", "H", "H", "H", "H", "H", "H"],
  "coordinates": [[2.323, -1.009, 1.562], [0.522, -1.781, 0.850], [0.995, -1.320, -2.224], [-1.223, 2.103, 1.540], [0.944, 0.109, -2.143], [-0.471, 1.819, 0.297], [-0.479, 0.361, 0.086], [1.648, -2.157, 1.438], [1.668, 0.102, 1.161], [0.481, -0.372, 0.712], [-3.034, 0.827, -0.627], [-2.439, -0.857, 1.292], [-2.189, -1.508, -1.151], [-2.226, -0.345, -0.113], [3.256, -1.029, 1.980], [-0.451, -2.290, 0.897], [0.742, -1.704, -1.205], [2.083, -1.594, -2.347], [0.430, -1.753, -2.999], [-1.432, 3.161, 1.879], [-0.714, 1.716, 2.374], [-2.168, 1.545, 1.581], [1.750, 0.574, -1.639], [0.389, 0.700, -2.973], [0.526, 2.300, 0.329], [-0.932, 2.402, -0.557]]
}